[1]
The following is a quantum chemistry calculation of a cluster of 11 separate species, C78H181N11O18 in total in a non-equilibrium geometry, from the OMol25 dataset.

The geometry in XYZ format:
```
288
Properties=species:S:1:pos:R:3
C -1.419 8.394 0.637
O -0.229 8.175 -0.173
C 0.848 8.916 0.184
C 1.586 9.372 -1.166
N 0.771 10.268 -1.972
C 1.210 10.317 -3.412
C 0.203 11.140 -4.285
O -1.086 10.567 -4.139
C -1.975 10.905 -5.206
H -1.202 8.458 1.704
H -2.247 7.684 0.640
H -1.868 9.343 0.345
H 1.554 8.410 0.842
H 0.620 9.799 0.782
H 1.924 8.530 -1.770
H 2.441 9.994 -0.902
H -0.222 10.086 -1.999
H 1.296 9.305 -3.808
H 2.188 10.769 -3.576
H 0.496 11.043 -5.331
H 0.174 12.207 -4.064
H -1.641 11.704 -5.869
H -2.917 11.285 -4.813
H -2.140 9.989 -5.773
C -1.524 5.676 -3.688
O -2.329 6.220 -4.743
C -3.723 5.655 -4.663
C -4.563 6.151 -3.443
N -4.787 7.616 -3.473
C -5.243 8.270 -2.246
C -6.354 7.574 -1.379
O -5.948 6.361 -0.770
C -7.050 5.666 -0.253
H -1.307 4.615 -3.816
H -1.953 5.918 -2.716
H -0.496 6.038 -3.689
H -3.699 4.580 -4.845
H -4.210 5.996 -5.577
H -4.207 5.713 -2.511
H -5.592 5.822 -3.588
H -3.994 8.081 -3.892
H -5.547 9.269 -2.558
H -4.342 8.346 -1.637
H -7.165 7.371 -2.078
H -6.612 8.421 -0.744
H -7.703 5.087 -0.906
H -7.704 6.408 0.204
H -6.749 5.065 0.606
C 2.220 -6.880 -0.600
O 2.911 -6.009 0.301
C 4.196 -6.326 0.889
C 4.150 -7.466 1.927
N 5.452 -8.062 2.325
C 5.162 -9.081 3.312
C 6.361 -10.016 3.582
O 6.532 -11.086 2.637
C 7.677 -11.923 2.714
H 2.015 -7.882 -0.223
H 2.977 -7.058 -1.364
H 1.361 -6.468 -1.129
H 4.669 -5.441 1.314
H 4.945 -6.529 0.123
H 3.440 -8.221 1.590
H 3.650 -7.084 2.817
H 6.260 -8.120 1.722
H 4.265 -9.689 3.195
H 4.991 -8.594 4.273
H 6.218 -10.525 4.535
H 7.228 -9.357 3.544
H 8.546 -11.361 3.058
H 7.851 -12.274 1.697
H 7.426 -12.671 3.466
C -7.308 -3.558 -14.886
O -7.929 -4.259 -13.835
C -7.077 -4.758 -12.748
C -7.908 -4.980 -11.476
N -7.054 -5.423 -10.369
C -7.677 -5.460 -9.057
C -6.700 -5.618 -7.794
O -6.423 -4.260 -7.432
C -5.677 -4.132 -6.238
H -6.674 -2.747 -14.530
H -8.042 -3.177 -15.596
H -6.725 -4.193 -15.553
H -6.175 -4.161 -12.616
H -6.738 -5.704 -13.171
H -8.658 -5.707 -11.789
H -8.452 -4.044 -11.347
H -6.277 -4.795 -10.216
H -8.471 -6.206 -9.093
H -8.111 -4.474 -8.893
H -5.732 -6.035 -8.073
H -7.222 -6.032 -6.931
H -5.585 -3.255 -5.597
H -4.647 -4.486 -6.290
H -6.109 -4.812 -5.503
C 6.288 6.317 5.046
O 7.031 7.206 5.919
C 7.910 6.462 6.730
C 8.897 7.352 7.534
N 8.317 8.069 8.673
C 7.924 7.254 9.804
C 6.997 7.963 10.755
O 6.441 6.969 11.528
C 5.778 7.426 12.755
H 5.574 6.727 4.332
H 5.745 5.590 5.650
H 7.059 5.795 4.479
H 8.606 5.894 6.113
H 7.345 5.738 7.318
H 9.371 8.068 6.864
H 9.663 6.691 7.940
H 7.540 8.568 8.263
H 8.867 6.992 10.284
H 7.407 6.308 9.642
H 6.193 8.496 10.246
H 7.627 8.599 11.377
H 6.193 8.245 13.343
H 5.614 6.593 13.438
H 4.777 7.726 12.445
C 9.204 -4.280 7.508
O 9.410 -3.833 6.160
C 8.150 -3.770 5.456
C 8.331 -3.699 3.951
N 8.745 -2.346 3.543
C 7.820 -1.275 3.720
C 8.431 0.130 3.238
O 8.012 0.562 1.900
C 8.163 -0.293 0.742
H 8.211 -4.021 7.875
H 9.981 -3.907 8.175
H 9.345 -5.353 7.640
H 7.679 -2.875 5.863
H 7.587 -4.613 5.857
H 7.362 -3.854 3.477
H 9.085 -4.388 3.569
H 9.625 -2.224 4.023
H 7.463 -1.044 4.723
H 6.895 -1.485 3.182
H 9.516 0.205 3.174
H 8.123 0.896 3.950
H 9.034 -0.943 0.815
H 8.254 0.247 -0.200
H 7.272 -0.922 0.741
C -1.213 1.503 7.225
O -2.122 1.232 8.300
C -3.481 1.075 7.751
C -4.476 0.699 8.858
N -4.247 -0.644 9.315
C -5.158 -0.850 10.400
C -4.854 -2.021 11.306
O -3.470 -2.066 11.579
C -2.928 -3.111 12.399
H -0.259 1.832 7.635
H -1.381 2.203 6.407
H -1.038 0.509 6.812
H -3.513 0.363 6.926
H -3.904 2.011 7.386
H -5.441 0.747 8.353
H -4.350 1.546 9.533
H -3.285 -0.736 9.608
H -6.126 -0.936 9.907
H -5.185 0.046 11.020
H -5.185 -2.920 10.785
H -5.497 -1.918 12.181
H -3.540 -2.971 13.290
H -1.911 -2.892 12.721
H -2.994 -4.125 12.003
C -0.844 -7.978 4.003
C -1.096 -7.004 5.169
C -0.454 -7.754 6.368
C -0.294 -6.863 7.575
C 0.371 -5.575 7.153
C -0.179 -4.746 5.951
N -0.422 -5.718 4.855
O -0.890 -5.070 3.685
C -1.391 -3.989 6.467
C 0.874 -3.743 5.498
C -2.586 -6.815 5.419
H 0.116 -8.494 4.024
H -0.822 -7.520 3.015
H -1.633 -8.730 4.018
H -1.092 -8.519 6.810
H 0.513 -8.183 6.104
H 0.298 -7.384 8.328
H -1.267 -6.627 8.006
H 1.400 -5.809 6.880
H 0.355 -4.894 8.004
H -1.045 -3.226 7.165
H -1.971 -3.531 5.666
H -2.071 -4.548 7.111
H 0.465 -3.074 4.741
H 1.027 -3.054 6.329
H 1.813 -4.180 5.157
H -2.919 -6.319 6.331
H -3.227 -7.654 5.147
H -2.990 -6.095 4.707
H -0.280 -5.260 2.969
C 8.387 -2.591 -7.421
C 7.077 -3.074 -6.845
C 7.392 -3.282 -5.327
C 6.201 -3.455 -4.298
C 5.292 -2.313 -4.590
C 4.825 -2.077 -6.118
N 6.031 -2.078 -7.007
O 5.778 -1.701 -8.364
C 3.784 -3.121 -6.651
C 4.202 -0.590 -6.161
C 6.702 -4.418 -7.511
H 9.212 -3.247 -7.144
H 8.506 -1.534 -7.182
H 8.353 -2.698 -8.505
H 8.010 -4.161 -5.147
H 8.167 -2.556 -5.081
H 6.582 -3.416 -3.277
H 5.793 -4.459 -4.412
H 5.644 -1.362 -4.189
H 4.422 -2.550 -3.978
H 4.165 -4.035 -6.196
H 2.748 -2.837 -6.468
H 3.873 -3.309 -7.721
H 4.006 -0.196 -7.158
H 3.214 -0.637 -5.701
H 4.640 0.141 -5.480
H 7.588 -5.044 -7.619
H 6.183 -4.295 -8.462
H 6.117 -5.114 -6.910
H 6.262 -0.872 -8.358
C -2.401 1.986 -0.543
C -1.158 1.252 -0.031
C -0.829 0.254 -1.278
C 0.613 -0.268 -1.183
C 1.598 0.930 -1.108
C 1.369 1.879 0.086
N -0.069 2.260 0.236
O -0.393 3.115 1.168
C 2.085 1.295 1.294
C 2.013 3.199 -0.395
C -1.479 0.424 1.282
H -2.363 2.456 -1.525
H -3.284 1.347 -0.549
H -2.708 2.787 0.130
H -1.571 -0.543 -1.314
H -0.911 0.827 -2.202
H 0.794 -0.852 -0.281
H 0.788 -0.854 -2.085
H 1.636 1.416 -2.083
H 2.621 0.561 -1.033
H 1.623 0.381 1.667
H 2.096 1.979 2.142
H 3.146 1.166 1.081
H 2.147 3.824 0.487
H 1.507 3.671 -1.238
H 3.009 2.928 -0.746
H -0.603 0.093 1.840
H -2.033 0.999 2.025
H -2.090 -0.401 0.914
H -0.392 3.979 0.749
C -11.754 0.525 -7.443
C -10.271 0.735 -7.836
C -10.165 2.171 -8.433
C -9.972 3.209 -7.350
C -8.840 2.838 -6.389
C -9.006 1.435 -5.740
N -9.251 0.490 -6.772
O -9.287 -0.804 -6.203
C -7.638 1.256 -4.939
C -10.021 1.409 -4.565
C -10.042 -0.166 -9.053
H -12.442 0.426 -8.283
H -12.004 1.309 -6.727
H -11.989 -0.399 -6.913
H -9.316 2.260 -9.110
H -11.068 2.514 -8.939
H -10.927 3.332 -6.840
H -9.782 4.181 -7.806
H -9.026 3.542 -5.577
H -7.830 3.009 -6.761
H -6.841 1.173 -5.679
H -7.359 2.023 -4.216
H -7.561 0.338 -4.357
H -9.838 2.178 -3.815
H -11.024 1.479 -4.985
H -10.066 0.455 -4.041
H -10.589 0.055 -9.969
H -10.330 -1.199 -8.862
H -8.998 -0.112 -9.365
H -8.437 -1.239 -6.306
```

## Properties
* E_HOMO: -7.7 eV
* energy relative to the best compared isomer or geometry (same formula, charge and spin): 811.83 kJ/mol
* structure (SMILES): CC1(C)CCCC(C)(C)N1O.CC1(C)CCCC(C)(C)N1O.CC1(C)CCCC(C)(C)N1O.CC1(C)CCCC(C)(C)N1O.COCCNCCOC.COCCNCCOC.COCCNCCOC.COCCNCCOC.COCCNCCOC.COCCNCCOC.COCCNCCOC
* frontier orbital gap: 7.85 eV

Atom charges from the Mulliken analysis, given in e for atoms 1 to 99: C -0.8825; O -0.1079; C -0.7337; C -0.5987; N -0.3861; C -0.6595; C -0.5930; O -0.3066; C -0.8498; H 0.3467; H 0.2390; H 0.3503; H 0.3968; H 0.4172; H 0.3729; H 0.2947; H 0.2639; H 0.3278; H 0.3456; H 0.4755; H 0.3449; H 0.4218; H 0.2447; H 0.2663; C -0.6103; O -0.3864; C -0.8263; C -0.3702; N -0.3063; C -0.4523; C -0.6965; O -0.1195; C -0.8891; H 0.2894; H 0.2290; H 0.3012; H 0.4201; H 0.3155; H 0.1868; H 0.3857; H 0.2493; H 0.4362; H 0.1540; H 0.3712; H 0.3971; H 0.3105; H 0.3512; H 0.2649; C -0.7813; O -0.2541; C -0.5637; C -0.3007; N -0.1484; C -0.5224; C -0.7348; O -0.3141; C -0.6823; H 0.2822; H 0.3311; H 0.2531; H 0.1936; H 0.3944; H 0.1972; H 0.2296; H 0.2544; H 0.3188; H 0.3411; H 0.3364; H 0.3815; H 0.3027; H 0.2261; H 0.2599; C -0.7294; O -0.3105; C -0.5467; C -0.4309; N -0.3750; C -0.5137; C -0.6799; O -0.2664; C -0.9324; H 0.3008; H 0.2633; H 0.2916; H 0.3810; H 0.2875; H 0.2303; H 0.2625; H 0.2766; H 0.3862; H 0.2635; H 0.3785; H 0.4652; H 0.2950; H 0.3412; H 0.3656; C -0.6783; O -0.3418; C -0.3225

[2]
The following is a quantum chemistry calculation of a structure of composition C78H51AsI4N6O2PbS2 in a non-equilibrium geometry, from the OMol25 dataset.

The geometry in XYZ format:
```
145
Properties=species:S:1:pos:R:3
Pb -0.083 -0.106 -0.012
I 0.606 2.850 -8.572
C 0.795 1.611 -6.860
C 2.051 1.223 -6.440
C 2.181 0.444 -5.306
C 1.065 -0.005 -4.585
C -0.192 0.416 -5.056
C -0.331 1.224 -6.163
C 1.100 -0.735 -3.329
C -0.030 -1.499 -2.962
C -0.867 -2.196 -3.913
C -1.778 -2.888 -3.188
C -1.527 -2.570 -1.800
C -2.368 -2.923 -0.735
C -3.646 -3.574 -1.078
C -4.571 -2.881 -1.856
C -5.780 -3.455 -2.199
C -6.056 -4.738 -1.768
I -7.874 -5.668 -2.363
C -5.173 -5.442 -0.974
C -3.971 -4.851 -0.627
C -2.188 -2.593 0.613
N -1.124 -1.953 1.136
C -1.362 -1.777 2.457
C -0.442 -1.226 3.353
C -0.833 -1.032 4.755
C -1.329 -2.064 5.551
C -1.687 -1.838 6.868
C -1.561 -0.567 7.390
I -2.156 -0.207 9.395
C -1.061 0.475 6.635
C -0.682 0.230 5.330
C 0.883 -0.884 3.015
C 1.935 -0.681 3.977
C 3.089 -0.572 3.271
C 2.732 -0.695 1.881
N 1.397 -0.866 1.770
C 3.643 -0.637 0.817
C 3.318 -0.662 -0.550
C 4.279 -0.848 -1.598
C 3.588 -0.823 -2.771
C 2.206 -0.653 -2.429
N 2.079 -0.564 -1.095
C 5.077 -0.542 1.135
C 5.843 0.498 0.606
C 7.199 0.592 0.854
C 7.806 -0.375 1.632
I 9.893 -0.249 2.009
C 7.081 -1.422 2.167
C 5.723 -1.497 1.922
C -2.662 -2.310 2.790
C -3.164 -2.837 1.650
N -0.427 -1.795 -1.712
H 2.932 1.542 -6.977
H 3.180 0.216 -4.981
H -1.074 0.164 -4.489
H -1.314 1.560 -6.456
H -0.724 -2.186 -4.979
H -2.547 -3.546 -3.550
H -4.329 -1.877 -2.166
H -6.496 -2.905 -2.791
H -5.413 -6.437 -0.628
H -3.271 -5.389 -0.005
H -1.422 -3.058 5.140
H -2.062 -2.649 7.476
H -0.972 1.472 7.040
H -0.287 1.032 4.729
H 1.809 -0.659 5.045
H 4.080 -0.410 3.656
H 5.334 -1.023 -1.470
H 3.990 -1.024 -3.746
H 5.362 1.244 -0.009
H 7.773 1.406 0.437
H 7.570 -2.185 2.756
H 5.154 -2.323 2.321
H -3.140 -2.247 3.749
H -4.120 -3.306 1.510
S -2.091 0.662 -2.210
C -2.319 2.122 -3.108
C -3.427 2.212 -3.967
C -3.648 3.326 -4.744
C -2.773 4.401 -4.678
C -1.681 4.328 -3.826
C -1.429 3.212 -3.043
As 0.158 3.039 -1.882
C 1.200 4.340 -2.978
C 1.803 3.835 -4.127
C 2.396 4.670 -5.056
C 2.414 6.039 -4.845
C 1.870 6.553 -3.680
C 1.270 5.712 -2.759
C -0.283 4.331 -0.489
C 0.767 4.824 0.280
C 0.542 5.656 1.357
C -0.752 6.036 1.671
C -1.800 5.595 0.884
C -1.570 4.740 -0.182
H -4.107 1.371 -4.000
H -4.510 3.363 -5.403
H -2.936 5.280 -5.289
H -1.001 5.171 -3.783
H 1.778 2.763 -4.286
H 2.839 4.257 -5.953
H 2.844 6.702 -5.584
H 1.899 7.619 -3.495
H 0.832 6.133 -1.861
H 1.783 4.536 0.031
H 1.370 5.999 1.963
H -0.941 6.674 2.525
H -2.808 5.911 1.107
H -2.402 4.386 -0.782
C -5.787 5.617 -1.552
C -5.260 4.486 -0.717
C -4.982 4.649 0.634
C -4.402 3.626 1.370
C -4.100 2.422 0.762
C -4.451 2.222 -0.560
C -5.031 3.242 -1.292
S -3.222 1.063 1.592
O -3.450 -0.092 0.767
O -3.757 0.953 2.943
N -1.658 1.444 1.537
C -1.081 2.247 2.434
C -1.736 2.894 3.488
C -1.056 3.632 4.443
C 0.313 3.755 4.419
C 1.027 3.168 3.364
C 2.432 3.255 3.262
C 3.063 2.776 2.146
C 2.282 2.194 1.140
N 0.989 2.019 1.245
C 0.340 2.469 2.327
H -5.439 6.575 -1.172
H -6.877 5.631 -1.551
H -5.452 5.508 -2.581
H -5.206 5.594 1.115
H -4.185 3.776 2.415
H -4.233 1.264 -1.001
H -5.282 3.079 -2.328
H -2.794 2.739 3.602
H -1.622 4.107 5.234
H 0.842 4.305 5.186
H 2.990 3.700 4.078
H 4.136 2.847 2.025
H 2.729 1.853 0.216
```

## Properties
* E_HOMO (spin up / spin down): -1.9 / -1.8 eV
* net charge: -2
* frontier orbital gap (spin up / spin down): 4.66 / 4.65 eV

Atom charges from the Mulliken analysis, given in e for atoms 1 to 99: Pb 3.8098; I -0.0214; C -0.5693; C -0.7895; C -0.3622; C 1.5165; C -0.0496; C -0.9074; C 0.0807; C -0.1732; C -1.1171; C -1.4474; C 0.7226; C 0.7056; C -0.2573; C -0.0748; C -0.7383; C -0.1917; I -0.0208; C -0.7481; C -0.2031; C 0.4226; N -0.4702; C -0.0641; C 1.5377; C -0.1731; C -0.6212; C -0.7487; C -0.4227; I -0.0260; C -0.7812; C 0.2998; C 0.4530; C -1.7987; C -1.6130; C 0.0921; N -0.0551; C 1.2111; C -0.3571; C -1.6277; C -1.5149; C 0.0671; N 0.9292; C 0.2110; C -0.1537; C -0.8697; C -0.1559; I 0.0045; C -0.7173; C -0.3670; C -1.3409; C -1.5056; N 0.1176; H 0.4352; H 0.0030; H 0.2576; H 0.4132; H 0.6767; H 0.6039; H 0.6880; H 0.4534; H 0.3806; H 0.5176; H 0.5922; H 0.3911; H 0.4965; H 0.7186; H 0.5987; H 0.5418; H 0.6293; H 0.6948; H 0.6942; H 0.3913; H 0.3760; H 0.5519; H 0.6499; H 0.4889; S 0.5212; C 0.2005; C -1.0864; C -0.7047; C -1.1846; C -0.3929; C -0.0516; As 1.0799; C -0.4144; C 0.0880; C -0.4993; C -0.6311; C -0.7475; C -0.0098; C 0.3842; C -0.3807; C -0.9813; C -0.6656; C -0.3175; C -0.3518; H 0.4153; H 0.2853